Run i
Molecular formula: C7H7N
Method: DFT, ωB97M-V/def2-TZVPD

LUMO energy   0.0104 Eh
2S+1   1
HOMO level   -7.7134 eV

Last columns: bonded neighbours and bond lengths (Å).
Positions of all 15 atoms, in Å:
1 C 0.76 -1.74 0.10  C2 1.212, C7 1.858, H8 1.098
2 C 1.24 -1.21 1.08  C1 1.212, H9 1.120
3 C -1.37 0.79 0.80  C4 1.455, H10 1.093, N15 1.362
4 C -0.33 1.74 0.44  C3 1.455, C5 1.430, H11 1.136
5 C 0.63 1.25 -0.50  C4 1.430, C6 1.460, H12 1.193
6 C 0.30 -0.01 -1.16  C5 1.460, C7 1.458, H13 1.089
7 C -0.73 -0.83 -0.53  C1 1.858, C6 1.458, H14 1.130, N15 1.233
8 H 0.59 -2.37 -0.78  C1 1.098
9 H 1.57 -0.66 2.00  C2 1.120
10 H -2.34 0.97 1.27  C3 1.093
11 H -0.17 2.81 0.79  C4 1.136
12 H 1.38 2.06 -0.95  C5 1.193
13 H 0.93 -0.50 -1.90  C6 1.089
14 H -0.96 -1.80 -1.06  C7 1.130
15 N -1.48 -0.51 0.40  C3 1.362, C7 1.233

Taken from the Löwdin analysis, the atomic charges in e are: number 1, C, carries -0.1406; number 2, C, carries 0.0624; number 3, C, carries -0.1034; number 4, C, carries -0.0604; number 5, C, carries -0.0959; number 6, C, carries -0.0798; number 7, C, carries -0.3983; number 8, H, carries 0.0949; number 9, H, carries 0.0777; number 10, H, carries 0.1001; number 11, H, carries 0.1117; number 12, H, carries 0.1381; number 13, H, carries 0.1079; number 14, H, carries 0.1333; number 15, N, carries 0.0523

---

Run ii
Molecular formula: C7H7N
Method: DFT, ωB97M-V/def2-TZVPD

LUMO energy   0.0014 Eh
2S+1   1
HOMO level   -6.2645 eV

Last columns: bonded neighbours and bond lengths (Å).
Positions of all 15 atoms, in Å:
1 C 1.53 1.03 -0.02  C2 1.426, C7 1.617, H8 1.038
2 C 2.10 -0.25 -0.29  C1 1.426, C3 1.432, H9 1.111
3 C 1.04 -1.21 -0.21  C2 1.432, H10 1.038, N15 1.297
4 C -1.38 -1.11 0.19  C5 1.414, H11 1.036, N15 1.363
5 C -2.08 -0.07 -0.46  C4 1.414, C6 1.396, H12 1.013
6 C -1.35 1.12 -0.37  C5 1.396, C7 1.541, H13 1.184
7 C -0.02 0.71 0.29  C1 1.617, C6 1.541, H14 1.207, N15 1.383
8 H 1.98 1.96 -0.13  C1 1.038
9 H 3.16 -0.50 -0.48  C2 1.111
10 H 1.26 -2.22 -0.28  C3 1.038
11 H -1.63 -2.02 0.63  C4 1.036
12 H -3.09 -0.16 -0.37  C5 1.013
13 H -1.66 2.19 0.02  C6 1.184
14 H 0.22 1.17 1.38  C7 1.207
15 N -0.10 -0.65 0.09  C3 1.297, C4 1.363, C7 1.383

Taken from the Löwdin analysis, the atomic charges in e are: number 1, C, carries 0.0180; number 2, C, carries -0.0531; number 3, C, carries -0.0571; number 4, C, carries -0.0840; number 5, C, carries -0.1028; number 6, C, carries -0.0814; number 7, C, carries -0.2665; number 8, H, carries 0.0602; number 9, H, carries 0.1062; number 10, H, carries 0.1077; number 11, H, carries 0.0834; number 12, H, carries 0.0609; number 13, H, carries 0.1208; number 14, H, carries 0.2189; number 15, N, carries -0.1313

---

Run iii
Molecular formula: C7H7N
Method: DFT, ωB97M-V/def2-TZVPD

LUMO energy   -0.0123 Eh
2S+1   1
Structure (SMILES)   C=C1C=CC=N1.C#C
HOMO level   -9.4866 eV

Last columns: bonded neighbours and bond lengths (Å).
Positions of all 15 atoms, in Å:
1 C 2.48 0.97 -1.06  C2 1.306, H7 1.086, H8 1.039
2 C 1.22 0.93 -0.73  C1 1.306, C3 1.485, N6 1.495
3 C 0.10 1.85 -1.05  C2 1.485, C4 1.387, H9 1.068
4 C -0.98 1.49 -0.25  C3 1.387, C5 1.441, H10 1.119
5 C -0.54 0.31 0.46  C4 1.441, N6 1.279, H11 1.068
6 N 0.64 -0.08 0.21  C2 1.495, C5 1.279
7 H 3.01 0.30 -0.39  C1 1.086
8 H 2.81 1.56 -1.85  C1 1.039
9 H 0.21 2.71 -1.66  C3 1.068
10 H -1.94 2.06 -0.17  C4 1.119
11 H -1.05 -0.30 1.18  C5 1.068
12 C -1.59 -3.22 1.87  C13 1.209, H14 1.056
13 C -1.32 -2.72 0.81  C12 1.209, H15 1.100
14 H -1.86 -3.55 2.84  C12 1.056
15 H -1.18 -2.28 -0.19  C13 1.100

Taken from the Löwdin analysis, the atomic charges in e are: number 1, C, carries 0.1124; number 2, C, carries -0.3387; number 3, C, carries -0.0262; number 4, C, carries -0.0465; number 5, C, carries -0.2177; number 6, N, carries 0.0858; number 7, H, carries 0.0827; number 8, H, carries 0.0553; number 9, H, carries 0.0924; number 10, H, carries 0.1112; number 11, H, carries 0.0727; number 12, C, carries 0.0012; number 13, C, carries -0.0336; number 14, H, carries 0.0078; number 15, H, carries 0.0413

---

Which is most stable, and by how much? run iii, by 126.1 kJ/mol.